Record 1
{
  "formula": "C23H13F2N3O5SSc",
  "method": "the ωB97M-V functional and the def2-TZVPD basis",
  "e_above_lowest_kj_mol": 24.0,
  "total_charge": -1,
  "e_tot_ev": -75745.792,
  "elements": ["Sc", "O", "C", "O", "C", "C", "C", "C", "C", "N", "C", "O", "O", "H", "H", "H", "F", "C", "C", "C", "C", "C", "F", "C", "C", "C", "C", "C", "C", "N", "H", "H", "H", "H", "H", "H", "O", "N", "C", "C", "C", "C", "C", "S", "H", "H", "H", "H"],
  "xyz": [[10.538, 9.481, 9.159], [13.914, 6.628, 8.975], [13.122, 7.605, 8.978], [11.950, 7.856, 8.511], [13.617, 8.799, 9.822], [14.892, 8.842, 10.513], [15.184, 9.970, 11.240], [14.174, 10.916, 11.490], [12.929, 10.820, 10.732], [12.745, 9.800, 9.894], [11.860, 11.878, 10.660], [12.078, 12.918, 11.251], [10.951, 11.507, 9.786], [15.460, 7.916, 10.526], [16.142, 10.071, 11.749], [14.226, 11.670, 12.278], [9.356, 14.093, 5.941], [9.113, 12.778, 6.084], [9.921, 12.093, 6.953], [9.567, 10.777, 7.303], [8.569, 10.055, 6.507], [7.831, 10.846, 5.636], [6.889, 10.248, 4.821], [8.020, 12.193, 5.438], [8.330, 8.634, 6.754], [7.334, 7.823, 6.179], [7.375, 6.465, 6.457], [8.361, 5.892, 7.227], [9.356, 6.704, 7.706], [9.269, 8.037, 7.542], [10.734, 12.573, 7.448], [7.383, 12.715, 4.708], [6.487, 8.194, 5.531], [6.554, 5.958, 6.017], [8.365, 4.824, 7.437], [10.265, 6.291, 8.198], [10.690, 8.283, 10.861], [9.644, 7.813, 11.605], [10.015, 6.901, 12.536], [9.037, 6.159, 13.206], [7.710, 6.563, 13.038], [7.380, 7.609, 12.201], [8.371, 8.284, 11.421], [8.205, 9.668, 10.559], [11.075, 6.695, 12.602], [9.367, 5.326, 13.781], [6.891, 6.043, 13.522], [6.347, 7.847, 12.021]]
}



Record 2
{
  "formula": "C4H15NOSi2",
  "method": "the ωB97M-V functional and the def2-TZVPD basis",
  "e_above_lowest_kj_mol": 175.6,
  "total_charge": 0,
  "e_tot_ev": -23684.935,
  "elements": ["C", "N", "Si", "O", "Si", "C", "C", "C", "H", "H", "H", "H", "H", "H", "H", "H", "H", "H", "H", "H", "H", "H", "H"],
  "xyz": [[-2.556, 1.499, 3.251], [-1.912, 0.687, 2.164], [-0.725, 1.340, 1.072], [0.103, -0.289, 0.309], [0.704, -0.667, -1.073], [-0.561, -0.336, -2.581], [2.373, 0.326, -1.316], [1.087, -2.631, -1.105], [-1.891, 1.758, 4.204], [-3.093, 2.325, 2.790], [-3.266, 0.751, 3.738], [-1.559, -0.195, 2.568], [0.581, 1.980, 1.496], [-1.161, 1.926, -0.235], [-0.002, -0.120, -3.501], [-1.512, -1.050, -2.714], [-1.036, 0.716, -2.412], [2.644, -0.089, -2.427], [2.193, 1.408, -1.113], [3.244, 0.093, -0.665], [1.308, -2.983, -0.078], [0.196, -3.295, -1.255], [1.909, -2.768, -1.807]]
}



Record 3
{
  "formula": "C2H12N2O3",
  "method": "the ωB97M-V functional and the def2-TZVPD basis",
  "multiplicity": 2,
  "e_above_lowest_kj_mol": 227.9,
  "total_charge": 1,
  "e_tot_ev": -11381.418,
  "elements": ["C", "N", "C", "N", "H", "H", "H", "H", "H", "H", "H", "H", "O", "H", "H", "O", "H", "H", "O"],
  "xyz": [[2.351, 0.259, 2.161], [0.533, 1.323, -0.840], [1.318, 0.587, -0.035], [1.284, 0.559, 1.258], [2.091, -0.539, 2.839], [3.277, 0.133, 1.613], [2.512, 1.158, 2.780], [0.274, 2.192, -0.394], [-0.265, 0.844, -1.235], [2.021, -0.133, -0.452], [-1.563, -1.424, -0.484], [-1.548, -1.704, 1.000], [-1.888, -1.074, 0.354], [1.498, -3.507, -0.203], [2.846, -2.799, 0.065], [2.288, -3.529, 0.345], [-4.466, 2.718, -1.914], [-5.654, 2.681, -2.913], [-4.767, 2.322, -2.740]]
}